Formula: C13H44N2O9
Source: the OMol25 dataset
Level of theory: ωB97M-V/def2-TZVPD

Energy: -35597.5037 eV
HOMO energy: -8.589 eV
Relative energy (zero: lowest compared OMol25 entry of this formula, charge and spin): 5.3638 eV
SMILES: NC(N)=O.CCO.CCO.CCO.CCO.CO.CO.CO.CO
Orbital gap: 9.1 eV

```
! RIJCOSX wB97M-V def2-TZVPD def2/J DEFGRID3
* xyz 0 1
N -1.7344 2.0166 -3.7898
C -2.1374 1.8866 -2.5878
N -1.7934 0.7456 -1.9818
O -2.7544 2.9506 -1.9678
H -2.0584 2.9736 -4.1908
H -0.7564 1.6386 -3.9488
H -1.9134 0.5846 -1.0208
H -1.7054 -0.0834 -2.5678
C 2.4476 1.9766 -5.3428
C 1.2836 2.2806 -4.4048
O 0.7156 1.0156 -4.1418
H 2.1556 1.5316 -6.2548
H 3.2626 1.3426 -5.0308
H 2.8586 2.9726 -5.4418
H 0.5596 2.9446 -4.8548
H 1.5866 2.7556 -3.4718
H 0.5576 0.5306 -4.9688
C 0.1716 0.3136 3.8082
C 1.0546 -0.2844 4.9012
O 1.0526 -1.6344 4.8312
H -0.8224 -0.2124 3.8002
H 0.5996 0.2076 2.8112
H 0.0196 1.3826 3.9752
H 0.5196 0.0166 5.8052
H 2.0926 0.1056 4.9402
H 1.7856 -1.9094 5.3802
C -3.2694 0.9026 2.9672
C -4.5094 1.4966 2.3632
O -4.6144 0.9166 1.0832
H -2.3494 1.1716 2.4252
H -3.4044 -0.1514 3.2552
H -3.1264 1.3356 3.9262
H -4.3964 2.5396 2.3612
H -5.3944 1.3876 2.9862
H -5.4344 1.0316 0.7182
C 1.4736 -4.3654 1.2822
C 1.4786 -3.0344 2.0452
O 1.6636 -1.9334 1.1992
H 0.9406 -4.3924 0.3602
H 1.0666 -5.1414 1.9242
H 2.4846 -4.6544 1.1932
H 2.2356 -3.0424 2.8062
H 0.5956 -2.7934 2.5952
H 1.9086 -1.1634 1.7042
C 3.6746 0.5776 -0.5428
O 3.0056 0.7066 -1.7678
H 2.8826 0.3016 0.1722
H 4.0706 1.5706 -0.2908
H 4.3686 -0.2134 -0.5948
H 2.1676 1.1176 -1.5268
C -1.7424 -1.6794 1.0122
O -2.3274 -0.5794 0.3602
H -1.5754 -2.5314 0.3892
H -2.5074 -2.0274 1.6402
H -0.8394 -1.4924 1.5952
H -2.7844 0.0216 1.0172
C 0.6866 -1.7134 -2.0698
O 1.1746 -2.9784 -2.3048
H 0.7116 -1.1194 -2.9088
H 1.3016 -1.2614 -1.2618
H -0.3454 -1.8734 -1.7638
H 2.1046 -2.8604 -2.4248
C 0.3636 1.3396 0.3322
O 0.5566 1.4336 -1.0168
H -0.5864 1.8356 0.5042
H 1.1856 1.8866 0.8332
H 0.3166 0.2866 0.5312
H -0.2604 1.0936 -1.3968
*
```

=====

Formula: C13H46N2O10
Source: the OMol25 dataset
Level of theory: ωB97M-V/def2-TZVPD

Energy: -37676.6742 eV
HOMO energy: -8.807 eV
Relative energy (zero: lowest compared OMol25 entry of this formula, charge and spin): 6.3439 eV
SMILES: NC(N)=O.CCO.CCO.CCO.CO.CO.CO.CO.CO.CO
Orbital gap: 9.1 eV

```
! RIJCOSX wB97M-V def2-TZVPD def2/J DEFGRID3
* xyz 0 1
N 12.4890 0.4650 0.5600
C 13.5260 1.2200 0.3950
N 14.7240 0.6630 0.5440
O 13.4000 2.5360 0.0350
H 11.6760 1.0270 0.5320
H 12.3880 -0.4520 0.9960
H 15.6350 1.1780 0.2370
H 14.8570 -0.3520 0.6720
C 8.6650 -0.9950 0.9080
C 8.0980 -2.3490 0.9870
O 6.7760 -2.1050 0.5980
H 9.7580 -0.9220 1.0440
H 8.1240 -0.2650 1.5900
H 8.6170 -0.6050 -0.1270
H 8.1010 -2.6170 2.0060
H 8.4570 -3.0830 0.2550
H 6.3740 -2.9100 0.7700
C 11.6290 -3.1580 -0.1410
C 11.6960 -3.2320 1.4070
O 11.9440 -1.9220 1.8930
H 11.7160 -4.1510 -0.6250
H 12.3690 -2.5070 -0.4650
H 10.7550 -2.7000 -0.5000
H 12.5320 -3.8860 1.6000
H 10.6930 -3.5220 1.8300
H 11.5360 -1.8210 2.7590
C 13.8010 7.2070 -1.1040
C 13.5910 6.3260 0.0690
O 12.6100 5.3550 -0.1640
H 12.9310 7.7730 -1.3630
H 13.8620 6.5900 -2.0000
H 14.6000 7.9570 -1.0280
H 13.3150 6.7210 0.9490
H 14.5440 5.7870 0.3120
H 12.9940 4.4980 -0.0170
C 11.9070 0.5680 -2.3400
O 12.8110 -0.4820 -2.3530
H 11.4120 0.5510 -3.3250
H 12.3530 1.5340 -2.1810
H 11.2230 0.4350 -1.5650
H 13.1570 -0.4730 -1.4730
C 10.1850 3.1640 -0.2130
O 9.9120 1.9700 0.4440
H 10.5000 3.8940 0.4760
H 9.3550 3.5000 -0.8270
H 10.9860 2.8880 -0.9080
H 9.1210 2.0780 0.9420
C 18.0340 0.8740 0.7170
O 17.1930 1.7570 0.0910
H 18.3440 1.3360 1.6100
H 18.8190 0.8180 -0.0010
H 17.5170 -0.0020 0.7780
H 17.7180 2.3830 -0.3320
C 11.6890 1.4110 3.4280
O 11.7750 1.1610 4.7150
H 11.4250 0.5350 2.9390
H 12.6120 1.8530 3.0200
H 10.8850 2.1130 3.2320
H 10.9100 1.4030 5.1230
C 15.8310 -1.9090 -1.0990
O 15.8090 -1.9360 0.3220
H 15.6700 -2.9110 -1.4980
H 16.7900 -1.6120 -1.4100
H 15.0990 -1.2540 -1.5470
H 16.6900 -2.2420 0.5360
C 14.5140 -0.4240 3.7910
O 14.3620 0.3660 4.8490
H 15.5240 -0.5600 3.5970
H 13.9900 -0.0630 2.8600
H 14.1240 -1.4090 3.8180
H 13.4290 0.5850 4.7580
*
```

=====

Formula: C13H47MnO13
Source: the OMol25 dataset
Level of theory: ωB97M-V/def2-TZVPD

Energy: -72175.0083 eV
HOMO energy (spin up / spin down): -6.817 / -9.551 eV
Orbital gap (spin up / spin down): 6.5 / 8.5 eV

```
! RIJCOSX wB97M-V def2-TZVPD def2/J DEFGRID3
* xyz 0 7
Mn 3.4124 1.5503 -1.0885
C -0.0620 -0.2802 0.1422
C 1.2407 0.3461 -0.3424
O 2.3308 -0.2773 -0.4903
O 1.2415 1.5173 -0.6731
H 0.1578 -1.2676 0.5484
H -0.7591 -0.4663 -0.6748
H -0.5228 0.2659 0.9654
C 1.9356 -3.8866 2.7704
O 0.8416 -3.9126 3.6600
H 2.8112 -3.7159 3.3968
H 2.0438 -4.8354 2.2449
H 1.9008 -3.0745 2.0442
H -0.0001 -3.6919 3.2544
C 1.0714 -2.8474 -2.4177
O 1.5883 -3.0675 -1.0988
H 0.1668 -2.2844 -2.1878
H 1.7280 -2.1821 -2.9783
H 0.7844 -3.7501 -2.9569
H 1.8851 -2.2181 -0.7640
C 5.1783 -0.9564 -1.9992
O 5.1422 0.1820 -1.1961
H 6.0079 -0.9000 -2.7039
H 5.3866 -1.8791 -1.4576
H 4.2543 -1.0569 -2.5686
H 5.8552 0.1310 -0.5553
C 2.0350 0.2198 3.6329
O 2.8874 1.3592 3.6891
H 1.5069 0.0482 4.5708
H 1.3360 0.2626 2.7976
H 2.5756 -0.7251 3.5794
H 3.3118 1.4341 2.8312
C -3.0599 -2.4060 -1.9924
O -3.5343 -3.6589 -2.5409
H -2.3289 -2.6091 -1.2098
H -2.5953 -1.7281 -2.7084
H -3.9193 -2.0459 -1.4269
H -3.6753 -3.5514 -3.4844
C -2.0841 -2.4057 3.4191
O -1.6968 -3.6618 2.8223
H -1.8090 -1.5445 2.8103
H -3.1591 -2.4023 3.5993
H -1.5180 -2.2060 4.3289
H -2.2377 -4.3449 3.2252
C -0.3485 0.7023 -3.6285
O -1.7003 0.6444 -4.1235
H 0.3487 1.3428 -4.1686
H -0.4216 1.2496 -2.6887
H 0.0145 -0.3188 -3.5113
H -1.6974 0.6899 -5.0824
C 1.3948 4.0781 1.6190
O 0.0999 4.6703 1.5254
H 2.0262 4.4608 2.4208
H 1.3161 2.9963 1.7270
H 1.9952 4.2628 0.7283
H -0.2433 4.3418 0.6912
C -3.7516 1.0125 -0.9839
O -3.7612 0.9495 -2.4048
H -2.8117 1.4691 -0.6736
H -4.6048 1.5997 -0.6444
H -3.8353 -0.0243 -0.6583
H -2.8450 0.9169 -2.6898
C -2.7507 2.5313 1.9507
O -3.2291 1.2701 2.3583
H -3.0017 3.2984 2.6832
H -1.6874 2.4491 1.7257
H -3.1482 2.8705 0.9941
H -2.5473 0.9525 2.9547
C -0.4744 4.2701 -2.0385
O -0.6901 3.4457 -0.9541
H 0.5788 4.4741 -2.2317
H -0.9381 3.8942 -2.9505
H -0.9477 5.2368 -1.8670
H 0.0058 2.7870 -0.8956
*
```

=====

Formula: C13H48N2O11
Source: the OMol25 dataset
Level of theory: ωB97M-V/def2-TZVPD

Energy: -39756.1127 eV
HOMO energy: -9.316 eV
Relative energy (zero: lowest compared OMol25 entry of this formula, charge and spin): 8.6870 eV
SMILES: NC(N)=O.CCO.CCO.CO.CO.CO.CO.CO.CO.CO.CO
Orbital gap: 9.3 eV

```
! RIJCOSX wB97M-V def2-TZVPD def2/J DEFGRID3
* xyz 0 1
N -16.9940 -2.5910 -12.1870
C -16.4780 -2.2170 -13.3560
N -15.8080 -1.0550 -13.3130
O -16.6150 -2.9760 -14.5030
H -17.4030 -3.5320 -12.0500
H -16.7110 -2.1030 -11.3260
H -15.5000 -0.7520 -14.2420
H -15.6420 -0.5520 -12.4920
C -23.8850 -4.4680 -8.5750
C -23.6530 -3.0730 -9.0980
O -22.2730 -2.9030 -9.1730
H -23.4970 -4.6010 -7.5520
H -23.2280 -5.1850 -9.1610
H -24.9050 -4.7680 -8.6750
H -24.1740 -2.2690 -8.4980
H -23.9820 -2.9730 -10.1000
H -21.9470 -3.7490 -9.5660
C -21.6790 -1.9480 -12.1870
C -20.2490 -2.5220 -12.2180
O -19.3640 -1.4680 -12.6230
H -21.8140 -1.1200 -11.4820
H -22.4580 -2.6470 -11.9170
H -22.0290 -1.7650 -13.1830
H -20.0840 -3.2150 -13.0820
H -19.9520 -3.0010 -11.3170
H -18.4670 -1.7650 -12.4290
C -20.2690 -1.5740 -16.0290
O -19.3730 -2.3790 -15.3600
H -20.1470 -1.6180 -17.1110
H -20.0180 -0.5530 -15.7680
H -21.3600 -1.6200 -15.6080
H -19.4870 -2.0050 -14.4740
C -19.9030 -0.1230 -9.5320
O -19.4890 0.3280 -8.2730
H -20.1620 0.7430 -10.1520
H -20.7090 -0.7540 -9.5410
H -19.0590 -0.6400 -10.0440
H -19.3510 -0.3810 -7.6920
C -21.7620 1.1510 -13.8140
O -20.8730 1.2380 -12.7880
H -22.2070 2.1000 -14.0550
H -22.5580 0.4370 -13.4060
H -21.3720 0.7200 -14.6820
H -20.4930 0.3860 -12.6160
C -18.0290 -3.1180 -8.1740
O -17.4740 -4.1470 -7.4500
H -18.1580 -2.1880 -7.5870
H -19.0630 -3.4530 -8.6350
H -17.4630 -2.6930 -8.9920
H -18.1600 -4.4750 -6.9030
C -22.0520 -5.2220 -11.6460
O -21.2690 -5.1430 -10.4750
H -21.7920 -4.5530 -12.4610
H -23.1480 -5.1680 -11.3520
H -21.7150 -6.1850 -11.9990
H -20.5190 -5.7580 -10.6380
C -17.7140 1.0820 -14.5530
O -18.4340 1.2710 -15.7810
H -18.1080 1.7800 -13.7180
H -16.6050 1.2220 -14.7060
H -17.8400 -0.0200 -14.3220
H -18.8680 2.1140 -15.6600
C -23.2130 0.8380 -9.1580
O -24.4750 1.2620 -8.6140
H -23.2220 -0.2220 -9.1880
H -22.3570 1.2760 -8.6450
H -23.1540 1.1300 -10.1950
H -24.3750 2.2010 -8.4640
C -19.7500 -5.7780 -14.7810
O -19.0170 -5.4110 -13.6040
H -19.7210 -4.9410 -15.4600
H -20.7630 -6.0060 -14.4620
H -19.3600 -6.6690 -15.2730
H -18.1380 -4.9770 -13.8220
*
```

=====

Formula: C13H52Fe2O25S3
Source: the OMol25 dataset
Level of theory: ωB97M-V/def2-TZVPD

Energy: -166782.5463 eV
HOMO energy (spin up / spin down): -8.459 / -8.459 eV
Orbital gap (spin up / spin down): 8.1 / 2.3 eV

```
! RIJCOSX wB97M-V def2-TZVPD def2/J DEFGRID3
* xyz 0 11
Fe -20.8120 -1.0436 8.5563
Fe -17.2134 -2.8820 6.1283
S -17.6572 -1.9552 8.6304
O -17.2292 -1.2850 7.3856
O -19.0367 -1.5649 8.9159
O -17.5464 -3.2209 7.9391
O -16.7400 -1.8182 9.7288
S -22.0169 -1.3755 10.9199
O -21.8041 -2.1700 9.6883
O -21.2292 -0.3626 10.2891
O -23.4501 -1.1094 11.1048
O -21.3973 -1.9494 12.0898
S -20.4021 -2.3095 6.1277
O -19.0352 -2.7993 5.7822
O -20.7970 -2.7175 7.4682
O -20.2562 -0.9790 6.6709
O -21.4100 -2.4725 5.1253
C -17.5553 -0.3833 4.1787
O -16.7397 -1.2391 4.9427
H -18.5266 -0.1457 4.6126
H -17.0422 0.5739 4.0861
H -17.6707 -0.7710 3.1666
H -16.0380 -0.6884 5.2975
C -18.5924 -5.8316 6.7539
O -17.3196 -5.1795 6.4617
H -19.1673 -6.4141 6.0340
H -18.5514 -6.3445 7.7148
H -19.2533 -4.9737 6.8779
H -16.6672 -5.8232 6.1760
C -18.8478 1.4835 7.9931
O -20.1187 1.1201 8.4516
H -18.4496 0.9284 7.1438
H -18.6967 2.5343 7.7461
H -18.1715 1.2985 8.8277
H -20.6110 1.9046 8.7042
C -15.4001 0.8636 11.3718
O -16.5549 0.6094 10.5017
H -15.4859 1.7818 11.9529
H -15.2332 0.0367 12.0621
H -14.5203 0.9101 10.7300
H -16.5465 -0.3397 10.3573
C -20.2025 3.1758 11.5142
O -20.7162 4.4426 11.8094
H -21.0215 2.4779 11.3404
H -19.7278 3.1462 10.5335
H -19.5210 2.6680 12.1967
H -21.0528 4.4383 12.7084
C -24.1399 -3.3990 6.8972
O -23.9787 -2.7449 5.7093
H -25.1316 -3.8395 7.0000
H -23.4009 -4.1922 6.7845
H -23.7283 -2.8821 7.7641
H -23.0615 -2.5976 5.4672
C -26.1789 -0.9717 9.1342
O -24.8309 -0.5811 9.0053
H -26.5232 -0.8307 10.1587
H -26.9230 -0.4655 8.5192
H -26.1754 -2.0239 8.8496
H -24.4963 -0.7876 9.8810
C -21.9091 -5.7264 9.2913
O -22.4212 -4.7179 10.0805
H -22.3404 -6.6905 9.5611
H -22.0301 -5.6086 8.2145
H -20.8223 -5.7332 9.3737
H -22.1044 -3.8908 9.7103
C -22.6973 1.2773 13.2178
O -23.6918 1.2505 12.2346
H -23.0500 0.6626 14.0459
H -21.7358 0.9171 12.8521
H -22.6007 2.2436 13.7130
H -23.8196 0.3427 11.9499
C -18.7038 -0.4458 12.8064
O -19.6116 -0.6262 13.7748
H -18.7742 0.5799 12.4444
H -17.7748 -0.4203 13.3759
H -18.6201 -1.2001 12.0240
H -20.3019 -1.1205 13.3266
C -22.7062 0.5456 6.6056
O -22.5230 -0.1892 7.7986
H -21.7995 1.0963 6.3553
H -23.0181 -0.0756 5.7660
H -23.4977 1.2740 6.7820
H -23.4383 -0.1671 8.0873
C -18.6658 -4.1096 11.2475
O -17.3190 -3.7885 11.5997
H -18.9843 -5.1448 11.3705
H -19.4280 -3.4904 11.7204
H -18.8000 -3.9102 10.1844
H -17.1394 -3.0116 11.0652
C -22.8349 3.2304 9.2718
O -21.6115 3.3566 8.6145
H -22.7633 2.1590 9.4592
H -22.9069 3.8421 10.1711
H -23.6362 3.5713 8.6162
H -21.7245 3.8014 7.7713
*
```

=====

Formula: C13H52N16O13
Source: the OMol25 dataset
Level of theory: ωB97M-V/def2-TZVPD

Energy: -64778.4887 eV
HOMO energy: -8.194 eV
Relative energy (zero: lowest compared OMol25 entry of this formula, charge and spin): 12.9715 eV
Orbital gap: 7.6 eV

```
! RIJCOSX wB97M-V def2-TZVPD def2/J DEFGRID3
* xyz 0 1
C -2.2516 2.6384 -0.5827
O -1.3756 3.7194 -0.8247
N -2.9796 1.9954 -1.4697
N -2.4416 2.1404 0.6153
H -2.9536 2.2414 -2.5167
H -3.5156 1.1514 -1.1747
H -2.1846 2.5804 1.5063
H -3.1636 1.4474 0.7983
C 3.2824 0.5714 1.5263
O 2.4154 -0.3256 2.1953
N 4.6074 0.3334 1.4953
N 2.9284 1.6424 0.9293
H 5.0354 -0.5526 1.8813
H 5.3104 0.8924 0.9733
H 1.9264 1.6394 0.6613
H 3.6504 2.2324 0.3793
C 2.4934 2.2074 -4.1797
O 1.8364 2.5424 -5.4717
N 2.0464 1.3254 -3.3777
N 3.6264 2.7994 -3.8567
H 1.1314 0.8844 -3.7947
H 2.7254 0.8754 -2.6547
H 4.0844 3.3554 -4.6497
H 4.2544 2.6054 -3.1487
C -1.1906 -4.1886 1.7013
O -1.9186 -4.6436 0.6353
N -0.0336 -3.6206 1.4733
N -1.5026 -4.1986 2.9313
H 0.2394 -3.3016 0.4743
H 0.5104 -3.0796 2.1313
H -2.3716 -4.5346 3.2593
H -0.7676 -3.8536 3.6003
C 1.2034 -2.7526 4.1923
O 0.8714 -1.6746 4.9283
N 1.8014 -2.7256 3.0133
N 0.9034 -3.9866 4.5253
H 2.1014 -1.7276 2.7913
H 2.3894 -3.5646 2.7023
H 0.6084 -4.1926 5.5213
H 1.1174 -4.7426 3.8743
C -4.9316 0.2074 -0.2237
O -6.0366 0.9454 -0.3867
N -4.3036 0.3034 0.9133
N -4.2396 -0.4386 -1.1597
H -4.8066 0.7304 1.7753
H -3.5076 -0.3136 1.2033
H -4.6916 -0.5176 -2.1217
H -3.4336 -1.0336 -1.0537
C -0.5806 -0.5876 -3.5687
O -0.1886 -1.9146 -3.4737
N -1.4266 -0.1246 -2.7187
N -0.1426 0.2424 -4.4747
H -1.9616 -0.7876 -2.1327
H -1.7016 0.8204 -2.7577
H 0.5404 -0.0656 -5.2717
H -0.4496 1.2544 -4.6567
C 1.8574 4.5104 -1.5647
O 1.6624 4.9364 -0.3167
N 2.9394 4.7424 -2.2347
N 1.1674 3.4724 -1.9097
H 3.5584 5.5384 -2.0937
H 3.1934 4.1144 -3.0807
H 0.4514 3.1764 -1.2497
H 1.3704 2.7404 -2.5837
C 0.8834 2.9584 3.3333
O 1.7994 3.6524 4.1783
H -0.0786 3.1824 3.7243
H 0.8934 1.8834 3.4413
H 0.9084 3.2714 2.2683
H 2.6554 3.6844 3.8583
C -1.5426 -0.3816 2.8963
O -2.4886 -1.1786 2.1133
H -1.7036 0.7034 2.7703
H -0.4886 -0.5896 2.5363
H -1.7536 -0.5476 3.9023
H -2.6096 -2.0996 2.3713
C 1.9574 -2.5726 -0.9757
O 0.6134 -3.0316 -1.0407
H 1.9824 -1.5306 -1.1067
H 2.5494 -3.1386 -1.7127
H 2.4504 -2.7856 0.0003
H 0.3344 -2.9836 -1.9817
C 0.1414 0.1684 -0.0047
O 0.3304 1.4924 0.3783
H 0.5454 0.0154 -1.0227
H -0.9046 -0.1406 -0.0457
H 0.5624 -0.5266 0.6823
H -0.4746 1.8224 0.6683
C -2.7216 -2.9556 -1.8667
O -2.1646 -2.1576 -0.8287
H -2.8806 -2.3486 -2.7767
H -3.6106 -3.4916 -1.6067
H -1.9946 -3.7446 -1.9857
H -1.9816 -2.7366 -0.0437
*
```

=====

> Number 3 is which compound?

C13H47MnO13